C38H30IKN8S3 | ωB97M-V with the def2-TZVPD basis set

```
! RIJCOSX wB97M-V def2-TZVPD def2/J DEFGRID3
* xyz -2 1
K 0.145 0.449 -0.021
C 0.682 6.077 -0.596
C 1.352 5.258 -1.499
C 1.827 4.015 -1.100
C 1.661 3.571 0.220
C 0.994 4.411 1.123
C 0.507 5.642 0.714
N 2.034 2.272 0.534
C 2.747 1.977 1.595
C 3.481 2.961 2.367
C 4.306 2.603 3.383
C 4.488 1.245 3.761
C 3.825 0.280 3.065
C 2.950 0.598 1.997
N 2.262 -0.364 1.316
N 2.564 -1.582 1.546
C 1.704 -2.520 0.953
C 2.230 -3.816 0.813
C 1.416 -4.815 0.329
C 0.099 -4.511 -0.005
C -0.326 -3.205 0.159
N 0.444 -2.224 0.628
H 0.292 7.037 -0.912
H 1.502 5.582 -2.524
H 2.322 3.357 -1.806
H 0.797 4.061 2.127
H -0.044 6.242 1.428
H 3.369 4.002 2.096
H 4.844 3.376 3.922
H 5.131 0.992 4.594
H 3.927 -0.766 3.325
H 3.257 -3.990 1.099
H 1.799 -5.822 0.217
H -0.580 -5.260 -0.390
H -1.345 -2.927 -0.090
N -1.208 3.040 -1.806
C -1.930 2.132 -1.744
H -0.501 3.759 -1.770
S -2.568 -4.363 -6.709
C -1.605 -3.331 -5.794
S -1.878 -1.624 -5.743
C -0.579 -1.401 -4.576
N -0.002 -2.530 -4.273
N -0.568 -3.593 -4.974
C 0.016 -4.857 -4.691
C 0.599 -5.043 -3.440
C 1.192 -6.256 -3.134
C 1.219 -7.286 -4.062
C 0.650 -7.087 -5.311
C 0.051 -5.878 -5.634
S -0.236 0.153 -3.987
H 0.593 -4.232 -2.729
H 1.643 -6.387 -2.157
H 1.685 -8.233 -3.816
H 0.671 -7.876 -6.052
H -0.391 -5.726 -6.605
C -1.268 2.218 2.485
C -1.490 3.405 3.158
C -2.256 4.485 2.597
C -2.446 5.677 3.255
C -1.898 5.928 4.519
C -1.142 4.899 5.090
C -0.942 3.695 4.455
H -1.651 2.106 1.477
H -0.651 1.433 2.911
H -2.691 4.345 1.612
H -3.038 6.448 2.765
H -2.048 6.873 5.027
H -0.689 5.048 6.068
H -0.339 2.932 4.939
I -4.716 -2.323 3.405
C -4.027 -1.768 1.517
C -4.493 -2.409 0.379
C -4.008 -1.998 -0.853
C -3.074 -0.971 -0.888
N -2.625 -0.373 0.211
C -3.091 -0.750 1.396
H -5.218 -3.209 0.454
H -4.339 -2.465 -1.771
H -2.666 -0.608 -1.827
H -2.710 -0.205 2.256
*
```

Results
Frontier orbital gap ... 3.66 eV
HOMO energy ... -0.01349 Eh
Largest force on an atom ... 0.0145 Eh/bohr
ΔE to the lowest compared entry with this formula, charge and spin ... 11.9 kcal per mole

Charges obtained by Mulliken population analysis, quoted in units of e: number 1, K, carries 0.9688; number 2, C, carries -0.3561; number 3, C, carries -0.6302; number 4, C, carries -0.5992; number 5, C, carries 0.1741; number 6, C, carries 0.2054; number 7, C, carries -0.9055; number 8, N, carries -0.3367; number 9, C, carries 0.1957; number 10, C, carries -0.5087; number 11, C, carries -0.6433; number 12, C, carries -0.7744; number 13, C, carries -0.3364; number 14, C, carries 0.1880; number 15, N, carries 0.7439; number 16, N, carries -0.9764; number 17, C, carries 0.1454; number 18, C, carries -0.6202; number 19, C, carries -0.2611; number 20, C, carries -0.9901; number 21, C, carries 0.2700; number 22, N, carries -0.0653; number 23, H, carries 0.3824; number 24, H, carries 0.2925; number 25, H, carries 0.3532; number 26, H, carries 0.6863; number 27, H, carries 0.3238; number 28, H, carries 0.3797; number 29, H, carries 0.3509; number 30, H, carries 0.3475; number 31, H, carries 0.4133; number 32, H, carries 0.4476; number 33, H, carries 0.4874; number 34, H, carries 0.4277; number 35, H, carries 0.1194; number 36, N, carries 0.0642; number 37, C, carries -0.3508; number 38, H, carries 0.2773; number 39, S, carries -0.4558; number 40, C, carries 0.2600; number 41, S, carries -0.1625; number 42, C, carries 0.0829; number 43, N, carries -0.8553; number 44, N, carries 0.5905; number 45, C, carries 0.1637; number 46, C, carries -0.3979; number 47, C, carries -0.2190; number 48, C, carries -0.5667; number 49, C, carries -0.5417; number 50, C, carries -0.5030; number 51, S, carries -0.3006; number 52, H, carries 0.7158; number 53, H, carries 0.2197; number 54, H, carries 0.3816; number 55, H, carries 0.3455; number 56, H, carries 0.2841; number 57, C, carries -1.2079; number 58, C, carries 0.7675; number 59, C, carries -0.3954; number 60, C, carries -0.4936; number 61, C, carries -0.5898; number 62, C, carries -0.3541; number 63, C, carries -0.4969; number 64, H, carries 0.1078; number 65, H, carries 0.1905; number 66, H, carries 0.3111; number 67, H, carries 0.3224; number 68, H, carries 0.3410; number 69, H, carries 0.3106; number 70, H, carries 0.2968; number 71, I, carries 0.0562; number 72, C, carries -0.3071; number 73, C, carries -0.2337; number 74, C, carries -0.8052; number 75, C, carries -0.1998; number 76, N, carries 0.1146; number 77, C, carries -0.0090; number 78, H, carries 0.3834; number 79, H, carries 0.4656; number 80, H, carries 0.2662; number 81, H, carries 0.2274